Version 1
Formula: C4H8N3
Source: OMol25
Level of theory: the ωB97M-V functional and the def2-TZVPD basis

Summary:
2S+1 = 1
Net charge = +1
Frontier orbital gap (alpha / beta) = 7.984 / 8.015 eV

Last column: Mulliken charge in e.
CARTESIAN COORDINATES (ANGSTROEM)
1 C 0.5421 0.8553 -0.7992  -0.20
2 C -2.0008 -0.2208 0.0691  0.12
3 C 1.9928 -0.2847 0.4468  -0.39
4 C 0.9083 -1.1876 -0.0641  -0.35
5 N 1.6173 0.9785 -0.1653  -0.36
6 N -0.0602 -0.4242 -0.8226  -0.23
7 N -2.2810 0.9895 0.2375  -0.17
8 H 0.1198 1.6216 -1.5437  0.47
9 H -2.6883 -1.0703 0.2837  0.35
10 H 2.0792 -0.1015 1.5107  0.30
11 H 2.9418 -0.5537 0.1335  0.31
12 H 1.2372 -1.9990 -0.6526  0.37
13 H 0.3544 -1.7210 0.7356  0.26
14 H -3.1689 1.4849 0.6236  0.33
15 H -1.5937 1.6330 0.0069  0.18

=====

Version 2
Formula: C4H8N3
Source: OMol25
Level of theory: the ωB97M-V functional and the def2-TZVPD basis

Summary:
2S+1 = 1
Net charge = +1
Frontier orbital gap = 9.540 eV

Last column: Mulliken charge in e.
CARTESIAN COORDINATES (ANGSTROEM)
1 C -2.8527 -0.5003 0.1795  -0.13
2 C -1.6975 1.2973 -0.2304  0.13
3 C 1.4955 0.6939 0.2172  -1.24
4 C 0.7145 -0.4992 -0.3193  -0.17
5 N -2.8058 0.8263 0.0384  -0.30
6 N -1.6541 -1.0601 0.0039  -0.03
7 N -0.6857 -0.2436 -0.2804  -0.03
8 H -3.7411 -1.0494 0.4221  0.41
9 H -1.2250 2.2250 -0.4337  0.39
10 H 1.3906 1.5562 -0.4347  0.32
11 H 2.5455 0.4201 0.2649  0.36
12 H 1.1533 0.9537 1.2157  0.37
13 H 0.9228 -1.3889 0.2835  0.38
14 H 1.0277 -0.6976 -1.3506  0.25
15 H -1.5072 -2.0680 0.0628  0.27

=====

Relative energy table, unit kcal/mol: version 1 50.4; version 2 0.0

=====

Version 1
Formula: C4H8N3
Source: OMol25
Level of theory: the ωB97M-V functional and the def2-TZVPD basis

Summary:
2S+1 = 1
Net charge = +1
Frontier orbital gap (alpha / beta) = 9.305 / 7.356 eV

Last column: Mulliken charge in e.
CARTESIAN COORDINATES (ANGSTROEM)
1 C 1.3036 -0.4748 0.0816  0.52
2 C -1.1645 1.4962 0.0403  0.42
3 C 2.2664 -1.6543 -0.0553  -0.43
4 C 0.8205 -1.8268 -0.2881  -0.60
5 N 1.1923 0.7266 0.2175  -0.48
6 N -1.4011 2.7642 0.0005  -0.31
7 N -1.8558 0.4295 0.1987  -0.32
8 H 2.9368 -1.4979 -0.8806  0.27
9 H 2.6013 -2.1622 0.8821  0.23
10 H 0.3568 -2.2445 0.5643  0.35
11 H 0.2665 -1.9511 -1.2073  0.32
12 H -0.7962 3.5291 -0.3043  0.27
13 H -2.4025 3.0875 0.0671  0.26
14 H -1.2123 -0.4388 0.4965  0.21
15 H -2.9118 0.2171 0.1870  0.28

=====

Version 2
Formula: C4H8N3
Source: OMol25
Level of theory: the ωB97M-V functional and the def2-TZVPD basis

Summary:
2S+1 = 1
Net charge = +1
Frontier orbital gap = 7.239 eV
SMILES = C#[N+]N/C(C)=N\C

Last column: Mulliken charge in e.
CARTESIAN COORDINATES (ANGSTROEM)
1 C -1.9711 2.5433 -0.2867  0.11
2 N -0.9558 2.0449 -0.6522  -0.15
3 N -0.0509 0.9786 -0.4025  -0.01
4 C -0.1368 -0.1746 0.3067  0.90
5 C -1.2155 -0.3890 1.2434  -1.38
6 N 0.8082 -0.9974 0.0704  -0.40
7 C 1.8705 -0.9152 -0.8996  -0.80
8 H -2.7384 3.3191 -0.2173  0.42
9 H 0.5878 0.8994 -1.2973  0.20
10 H -1.1539 -1.4078 1.4666  0.34
11 H -1.1697 0.1930 2.1303  0.35
12 H -2.0941 -0.3723 0.7107  0.48
13 H 1.6180 -0.2679 -1.7825  0.35
14 H 1.7595 -1.9171 -1.2666  0.33
15 H 2.8128 -0.7981 -0.4778  0.27

=====

Relative energy table, unit kcal/mol: version 1 0.0; version 2 7.2

=====

Version 1
Formula: C7H12N3
Source: OMol25
Level of theory: the ωB97M-V functional and the def2-TZVPD basis

Summary:
2S+1 = 3
Net charge = +1
Frontier orbital gap (alpha / beta) = 8.404 / 7.717 eV
<S²> = 2.0376

Last column: Löwdin spin population.
CARTESIAN COORDINATES (ANGSTROEM)
1 C 0.5088 -1.9684 -0.7711  0.08
2 C -2.6138 -0.7735 0.0064  0.01
3 C -2.1121 0.5082 -0.2953  0.09
4 C -0.8221 0.6830 -0.6566  0.69
5 C -0.0322 1.7966 -1.0823  0.11
6 C 2.3916 -0.8239 1.1593  0.01
7 C 2.4290 -0.6036 -0.3484  0.07
8 N -0.3533 -2.7370 -0.5955  0.36
9 N -3.8401 -1.0103 0.3564  -0.03
10 N 1.3021 -1.0299 -1.0643  0.48
11 H -1.9367 -1.6241 -0.0849  0.01
12 H -2.7822 1.3691 -0.2507  0.03
13 H 0.4319 1.5692 -2.0454  0.01
14 H 0.7811 1.9829 -0.3768  0.00
15 H -0.6241 2.7155 -1.1824  0.03
16 H 3.3349 -0.5225 1.6031  0.00
17 H 1.5925 -0.2342 1.6057  0.00
18 H 2.2137 -1.8715 1.3917  0.00
19 H 3.2748 -1.1705 -0.7775  0.04
20 H 2.6199 0.4450 -0.6096  0.01
21 H -4.1571 -1.9548 0.5409  0.00
22 H -4.5196 -0.2612 0.4465  0.00

=====

Version 2
Formula: C7H12N3
Source: OMol25
Level of theory: the ωB97M-V functional and the def2-TZVPD basis

Summary:
2S+1 = 3
Net charge = +1
Frontier orbital gap (alpha / beta) = 6.033 / 7.370 eV
<S²> = 2.0106

Last column: Löwdin spin population.
CARTESIAN COORDINATES (ANGSTROEM)
1 C 1.5442 0.1608 -1.7990  0.16
2 C 0.5815 0.9688 -1.2794  0.23
3 C 1.8637 -1.1933 -1.6988  0.22
4 C 1.1822 -2.1915 -1.2333  0.19
5 C -0.6581 0.1937 0.6697  0.48
6 C -1.0772 1.7111 2.5934  0.04
7 C -1.7186 0.7302 1.5535  0.06
8 N -0.4327 0.8581 -0.4066  0.16
9 N 3.0282 -1.5287 -2.5327  0.10
10 N 0.3482 -3.0089 -0.9832  0.27
11 H 2.1899 0.6565 -2.5385  0.01
12 H 0.4150 1.9190 -1.8016  0.01
13 H -0.3647 1.1244 3.2261  0.00
14 H -1.9611 2.2403 3.0999  0.01
15 H -0.6665 2.6969 2.2912  0.00
16 H -2.4862 1.2282 1.0193  0.01
17 H -2.1510 -0.0741 2.1312  0.01
18 H -1.2423 1.5042 -0.5445  0.00
19 H 3.3982 -2.3628 -2.2359  0.00
20 H 3.8531 -0.9456 -2.3724  0.01
21 H -0.0698 -0.6784 0.9101  0.03
22 H -0.2310 -3.7800 -0.7529  0.01

=====

Relative energy table, unit kcal/mol: version 1 0.0; version 2 18.6

=====

Version 1
Formula: C2H7N3
Source: OMol25
Level of theory: the ωB97M-V functional and the def2-TZVPD basis

Summary:
2S+1 = 1
Frontier orbital gap = 10.604 eV
SMILES = [H]/N=N\N.C=C

Last column: Mulliken charge in e.
CARTESIAN COORDINATES (ANGSTROEM)
1 H -2.4579 -0.5370 0.5086  0.16
2 N -2.0021 -1.0478 -0.2159  -0.51
3 N -1.2269 -0.2969 -0.7981  0.22
4 N -1.1380 0.9917 -0.3590  -0.29
5 H -0.4853 1.6918 -0.7744  0.27
6 H -1.7824 1.1545 0.3273  0.15
7 C 1.6876 -0.3688 0.8206  -0.32
8 C 1.3232 -0.2604 -0.3969  -0.50
9 H 2.0126 -1.2653 1.3481  0.23
10 H 1.7576 0.5426 1.5538  0.15
11 H 1.3376 -1.1925 -1.0476  0.16
12 H 0.9739 0.5879 -0.9666  0.29

=====

Version 2
Formula: C2H7N3
Source: OMol25
Level of theory: the ωB97M-V functional and the def2-TZVPD basis

Summary:
2S+1 = 1
Frontier orbital gap = 10.231 eV
SMILES = [H]/N=C\N(C)N

Last column: Mulliken charge in e.
CARTESIAN COORDINATES (ANGSTROEM)
1 H 1.4767 -1.1613 0.7893  0.26
2 N 1.6192 -1.4543 -0.3605  -0.62
3 C 0.5948 -0.7373 -0.8298  0.11
4 N -0.4620 -0.3135 -0.1141  0.14
5 C -0.8846 1.0637 -0.4244  -0.74
6 N -0.1560 -0.1284 1.1583  -0.71
7 H 0.6689 -0.3846 -1.9812  0.21
8 H -1.7758 1.2098 0.1540  0.27
9 H -1.0017 0.9837 -1.5479  0.36
10 H -0.2257 1.9612 -0.1906  0.25
11 H -0.6812 -0.9359 1.9225  0.26
12 H 0.8272 -0.1031 1.4244  0.22

=====

Relative energy table, unit kcal/mol: version 1 0.0; version 2 9.5

=====

Version 1
Formula: C2H7N3
Source: OMol25
Level of theory: the ωB97M-V functional and the def2-TZVPD basis

Summary:
2S+1 = 1
Frontier orbital gap = 10.055 eV
SMILES = [H]/N=N\N.C=C

Last column: Mulliken charge in e.
CARTESIAN COORDINATES (ANGSTROEM)
1 H 2.6810 -0.5660 -0.1957  0.17
2 N 1.7066 -0.8542 -0.3792  -0.62
3 N 0.9389 0.0567 -0.1244  0.48
4 N 1.2537 1.2732 0.3528  -0.53
5 H 0.6350 1.7365 0.9723  0.24
6 H 2.1957 1.3341 0.5473  0.18
7 C -1.7509 0.0576 0.3899  -0.63
8 C -1.2518 -1.2177 0.4875  -0.46
9 H -1.2971 0.8577 -0.1022  0.42
10 H -2.6371 0.2464 1.0458  0.18
11 H -0.5671 -1.5598 -0.3011  0.23
12 H -1.7205 -1.8659 1.1236  0.33

=====

Version 2
Formula: C2H7N3
Source: OMol25
Level of theory: the ωB97M-V functional and the def2-TZVPD basis

Summary:
2S+1 = 1
Frontier orbital gap = 10.001 eV
SMILES = C/N=N/NC

Last column: Mulliken charge in e.
CARTESIAN COORDINATES (ANGSTROEM)
1 C 0.9842 1.8151 0.5002  -0.60
2 N 0.2163 0.5825 0.3615  -0.13
3 N -0.5982 0.5937 -0.5874  -0.39
4 N -1.1892 -0.5916 -0.7243  -0.11
5 C -0.4091 -1.8161 0.0113  -0.58
6 H 0.3322 2.6943 0.4891  0.24
7 H 1.5112 1.7963 1.4573  0.27
8 H 1.7243 1.9059 -0.3021  0.24
9 H -1.7147 -0.6695 -1.5901  0.26
10 H -0.2774 -1.6943 1.0846  0.23
11 H -1.0963 -2.6423 -0.1607  0.32
12 H 0.5167 -1.9740 -0.5394  0.25

=====

Version 3
Formula: C2H7N3
Source: OMol25
Level of theory: the ωB97M-V functional and the def2-TZVPD basis

Summary:
2S+1 = 1
Frontier orbital gap = 10.387 eV
SMILES = [H]/N=C(\N)CN

Last column: Mulliken charge in e.
CARTESIAN COORDINATES (ANGSTROEM)
1 H 0.6131 -1.4436 1.7623  0.21
2 N 0.7345 -0.5307 1.3495  -0.61
3 C -0.1239 -0.4118 0.3822  0.47
4 N -0.9687 -1.5002 -0.0295  -0.54
5 C -0.2643 0.8296 -0.4802  -0.42
6 N 0.8681 1.7924 -0.4401  -0.65
7 H -0.7504 -2.4496 0.2743  0.25
8 H -1.0614 -1.4934 -1.1207  0.23
9 H -1.2850 1.3542 -0.2098  0.25
10 H -0.5118 0.4257 -1.5593  0.26
11 H 1.7367 1.3080 -0.5099  0.26
12 H 1.0131 2.1194 0.5811  0.29

=====

Relative energy table, unit kcal/mol: version 1 72.2; version 2 38.1; version 3 0.0